No. 1
Density functional theory data (the ωB97M-V functional and the def2-TZVPD basis) for a structure of composition C23H52NO11S3 at a distorted geometry.

Computed properties:
Strongest force on any atom in eV/A: 3.52
HOMO level in eV: -6.0020
E_tot in eV: -81211.1689
Orbital gap in eV: 8.04
Spin multiplicity: 1
Total charge: -1

Geometry (Å):
H -6.56220 -2.60472 -2.39989
H 3.85849 4.21201 -0.07333
C -4.35219 -9.52413 -2.42256
H 7.41391 -1.75671 2.37268
H 5.38704 2.21127 -0.11262
H 5.27922 1.19516 3.68567
H 2.08778 6.96081 0.59904
H -4.56819 -10.39358 -1.79898
H 1.91788 9.96317 1.15734
H 3.08298 9.13346 3.53761
C 5.57978 -0.01014 5.46660
H -3.99934 -3.27746 -0.83861
H 1.20068 -2.87061 -1.68405
H -3.38481 -9.11112 -2.13036
H 5.11520 -0.89402 2.93539
S -4.16569 1.51364 -1.27093
H 2.09878 9.24718 -0.44107
H 1.96250 0.98296 0.45693
H 3.82367 0.93714 4.63808
H -4.26298 -9.86858 -3.45513
H 0.63950 8.92906 0.51931
H 7.51849 -0.41855 3.51693
S -6.62841 0.28390 -1.47258
O 0.14671 -0.12459 -1.46786
S -5.93658 -4.52118 -0.05169
H -0.42084 -3.26292 -1.04166
C 2.38215 7.84031 1.17384
O -2.58278 0.15363 -3.39874
H 7.70832 -2.07036 4.09626
O 3.79989 7.88068 1.13353
H 5.49406 8.82220 1.68062
C -6.23509 -7.82507 -5.07528
H 3.85054 1.98415 -1.72941
C 2.72028 1.68204 0.10120
H 4.72772 9.69797 3.83278
H -4.80613 -4.27250 -2.14176
C 4.49963 3.97852 0.77859
O 3.77186 1.64898 1.05689
O -5.16371 -7.26281 -2.93672
H -4.77370 -6.31795 -4.67300
C -2.83912 0.26109 -1.05348
H 2.28676 1.19954 -1.95203
H 5.39494 4.59787 0.70084
C 4.87277 2.50649 0.80900
C -6.13071 -1.30595 -0.70516
H -7.10945 -7.23611 -4.79234
H -6.01937 -3.75436 1.07117
C 4.42002 8.94190 1.83526
H -6.41493 -8.87725 -2.59885
H 3.95552 4.25681 1.68314
H -3.10645 -0.52768 -0.31122
O -4.56952 1.94242 0.05916
C 7.16343 -1.44305 3.38754
C -4.97057 -3.57591 -1.29241
H -5.38918 -1.16820 0.11085
O 5.27954 -1.29917 4.96065
O -1.40417 -1.43773 -2.41429
H 5.57923 2.34060 1.62576
H 2.24902 2.67027 0.08780
H 4.37494 7.95859 3.75890
N -5.36300 0.99630 -2.27678
C -0.26278 -1.21447 -1.65395
H -4.95444 -1.77574 -2.52342
C 4.13540 8.93262 3.32787
C -5.66466 -2.28348 -1.82813
C 5.66553 -1.54938 3.61951
H -7.04290 -1.76287 -0.25895
H 5.22937 -0.00040 6.50055
C -4.99887 -7.33322 -4.34192
C 3.15190 1.26632 -1.29272
O -7.32676 1.13395 -0.52045
C -2.28684 -0.31891 -2.37977
C 0.37970 -2.48857 -1.04580
O -7.59813 -0.10491 -2.50240
H 6.66450 0.14280 5.50486
H -1.99054 0.81471 -0.58799
O -3.50939 2.63264 -1.93511
H -6.45330 -8.86913 -4.84032
C -5.44688 -8.48076 -2.27300
H -4.12396 -7.94357 -4.59368
H 5.06923 2.06939 5.20348
H -5.55370 -8.23142 -1.21590
H 0.72600 -2.28823 -0.01437
C 4.89842 1.11308 4.70518
H 4.14723 9.90531 1.38971
H 5.34542 -2.56875 3.39626
H 2.03413 7.67302 2.19886
C 1.72088 9.06565 0.56686
H 3.65339 0.29595 -1.26723
H -6.09208 -7.74929 -6.15458

=====

No. 2
Density functional theory data (the ωB97M-V functional and the def2-TZVPD basis) for a structure of composition C3H4ClNS at a distorted geometry.

Computed properties:
Strongest force on any atom in eV/A: 2.76
HOMO level in eV: -8.7476
E_tot in eV: -28022.8118
Orbital gap in eV: 9.24
Spin multiplicity: 1

Geometry (Å):
C -0.12387 1.32041 0.36060
Cl 1.90209 -0.18480 -0.45918
H -0.98896 -0.86372 1.78887
H 1.18307 0.26895 1.74403
N -1.21427 1.10200 -0.28027
H -0.14133 -2.01947 0.73204
H 0.29704 2.31700 0.52876
C -0.40904 -0.96946 0.83901
S -1.54566 -0.45458 -0.45611
C 0.62376 0.14874 0.84573

=====

No. 3
Density functional theory data (the ωB97M-V functional and the def2-TZVPD basis) for an isolated molecule of C19H22F2N4O at a distorted geometry.

Computed properties:
Strongest force on any atom in eV/A: 5.49
HOMO level in eV: -8.1842
Structure (SMILES): Cc1c(N2C[C@@H]3C[C@]3(N)C2)c(F)cc2c(CN)c(F)c(=O)n(C3CC3)c12
E_tot in eV: -33497.6291
Orbital gap in eV: 8.10
Spin multiplicity: 1

Geometry (Å):
H -4.91689 1.09743 1.77677
H 2.78973 4.96714 1.25084
C -0.51353 0.77826 1.38331
H -5.31203 -0.93609 3.30776
H -1.85176 2.20342 2.42674
C -0.90777 1.62191 2.62565
C -0.89138 -1.17956 -0.11163
H -2.60912 -2.83861 -2.58697
H 0.51828 4.77681 -2.30680
C -1.30246 -2.59667 -0.23398
C -1.11609 -0.51713 1.07989
H 2.98306 2.65942 1.64711
H -4.36520 0.07250 0.56233
C 3.03418 3.54245 -0.33775
C 1.77986 4.33676 -0.58921
H -0.97467 -4.35947 -1.38804
F 1.21258 1.28115 -1.90851
C -4.38087 0.24773 1.60926
H 3.51896 5.77789 -0.19785
C -2.02007 -2.42640 2.05726
H -0.04634 2.08672 3.02888
H -3.16006 0.26422 3.36429
H -1.31988 -1.81300 -2.85486
N 1.15993 2.43010 0.70854
H 3.14686 1.56945 0.47556
N -1.56471 -2.79678 -2.66431
C -0.03009 -0.59071 -1.05480
H 0.30570 -3.20562 -1.57863
H -1.12511 0.88360 3.35869
C -0.78699 -3.33345 -1.45632
H 2.26729 4.83714 -2.56107
H -4.57496 -1.99301 1.80131
F -1.76977 -4.56668 0.93196
O -2.29664 -3.01743 3.09675
H -0.28882 3.61221 -0.36027
N 1.50148 4.94649 -1.89965
C 2.66456 2.49982 0.67768
C 0.68620 0.59883 -0.82474
H 3.67231 3.28001 -1.22898
H 0.15315 -1.12847 -1.95112
C 0.58186 3.70743 0.20501
C 0.44220 1.25746 0.46071
C -4.61532 -1.05076 2.43381
C -3.24784 -0.28748 2.51092
N -2.07820 -1.02763 2.04569
C -1.67386 -3.26673 0.91946
C 2.92252 4.98795 0.18599
H 0.43701 4.25813 1.12577

=====

No. 4
Density functional theory data (the ωB97M-V functional and the def2-TZVPD basis) for a structure of composition CHF3N3 at a distorted geometry.

Computed properties:
Strongest force on any atom in eV/A: 6.62
HOMO level (spin up / spin down) in eV: -13.3342 / -17.8150
E_tot in eV: -13655.4269
Orbital gap (spin up / spin down) in eV: 7.92 / 8.46
⟨S²⟩: 2.015
Spin multiplicity: 3
Total charge: +1

Geometry (Å):
N 0.99454 -0.29932 0.02353
F -1.66096 1.02620 -1.15760
C 2.14033 -0.33227 -0.02663
F 3.33359 -0.30708 0.13591
N -1.26289 0.04800 0.08723
H -2.08172 -0.44103 -0.07999
F -1.25177 0.96417 1.11886
N -0.21112 -0.65866 -0.10131

=====

Which value of strongest force on any atom does entry 4 give?
6.62 eV/A

=====

Which of these has the lowest strongest force on any atom?
C3H4ClNS

=====

spin multiplicity of number 2 (C3H4ClNS)?
1

=====

Among the records above, which one has the highest E_tot?
CHF3N3